Entry 1:
Formula: C5H9IO
Source: OMol25
Level of theory: wB97M-V/def2-TZVPD

Bonds (Å) are listed after each position.
Atoms and positions in Å:
1 I -3.461 -0.125 0.159  C6 2.090
2 O 0.496 1.019 -0.600  C3 1.357, C4 1.393
3 C -0.768 1.396 -0.920  O2 1.357, C6 1.571, H13 1.043, H14 1.054
4 C 0.290 -0.232 -0.022  O2 1.393, C5 1.485, C7 1.592
5 C 0.012 -1.514 -0.719  C4 1.485, H8 1.049, H9 1.187, H10 1.067
6 C -1.553 0.724 0.263  I1 2.090, C3 1.571, H12 1.150
7 C 1.339 -0.346 1.169  C4 1.592, H11 1.078, H15 1.170, H16 1.124
8 H 0.167 -2.293 -0.034  C5 1.049
9 H -1.089 -1.623 -1.146  C5 1.187
10 H 0.709 -1.720 -1.500  C5 1.067
11 H 2.094 0.380 0.917  C7 1.078
12 H -1.279 1.385 1.163  C6 1.150
13 H -1.119 0.832 -1.724  C3 1.043
14 H -0.849 2.423 -1.148  C3 1.054
15 H 0.814 0.153 2.089  C7 1.170
16 H 1.785 -1.373 1.279  C7 1.124

Output
Energy, eV: -15475.4112



Entry 2:
Formula: C4H10O
Source: OMol25
Level of theory: wB97M-V/def2-TZVPD

Bonds (Å) are listed after each position.
Atoms and positions in Å:
1 O 2.647 -0.913 -0.048  C2 1.415, H6 0.964
2 C 1.677 0.103 0.117  O1 1.415, C5 1.519, H11 1.103, H14 1.103
3 C -2.208 0.049 -0.218  C4 1.535, H8 1.096, H10 1.093, H12 1.094
4 C -0.806 0.527 0.185  C3 1.535, C5 1.529, H9 1.097, H15 1.098
5 C 0.296 -0.516 -0.005  C2 1.519, C4 1.529, H7 1.097, H13 1.098
6 H 3.518 -0.498 -0.058  O1 0.964
7 H 0.192 -1.322 0.733  C5 1.097
8 H -2.167 -0.825 -0.879  C3 1.096
9 H -0.553 1.415 -0.408  C4 1.097
10 H -2.737 0.841 -0.756  C3 1.093
11 H 1.786 0.886 -0.653  C2 1.103
12 H -2.817 -0.216 0.651  C3 1.094
13 H 0.208 -0.981 -0.995  C5 1.098
14 H 1.780 0.599 1.098  C2 1.103
15 H -0.817 0.851 1.234  C4 1.098

Output
Energy, eV: -6357.3903



Entry 3:
Formula: C6H10
Source: OMol25
Level of theory: wB97M-V/def2-TZVPD

Bonds (Å) are listed after each position.
Atoms and positions in Å:
1 C -2.582 0.028 0.764  C2 1.451, H9 1.085, H12 1.117, H16 1.109
2 C -1.318 0.347 0.127  C1 1.451, C4 1.346, H14 1.089
3 C 2.453 -1.434 -0.678  C6 1.332, H7 1.085, H13 1.080
4 C -0.097 0.508 0.672  C2 1.346, C5 1.517, H8 1.102
5 C 1.150 0.774 -0.150  C4 1.517, C6 1.512, H10 1.098, H15 1.100
6 C 1.490 -0.528 -0.841  C3 1.332, C5 1.512, H11 1.093
7 H 3.390 -1.200 -0.185  C3 1.085
8 H -0.175 1.060 1.622  C4 1.102
9 H -3.206 -0.855 0.667  C1 1.085
10 H 1.104 1.538 -0.937  C5 1.098
11 H 0.846 -0.652 -1.715  C6 1.093
12 H -3.325 0.817 0.489  C1 1.117
13 H 2.215 -2.327 -1.237  C3 1.080
14 H -1.360 0.526 -0.946  C2 1.089
15 H 1.976 1.045 0.524  C5 1.100
16 H -2.559 0.354 1.824  C1 1.109

Output
Energy, eV: -6381.2686